# 1
Here is a structure of composition C51H32F12IN3NaO3PS from the OMol25 dataset. Energies are from ωB97M-V/def2-TZVPD.

Each line ends with the Löwdin charge.
Atoms and positions in Å:
Na1 -2.0219 -0.5683 -0.7199  0.367
C1 -3.2529 -4.1191 -3.2170  -0.020
C2 -2.3564 -3.2219 -2.6439  -0.093
N1 -2.2885 -2.9823 -1.3277  0.149
C3 -3.0079 -3.8050 -0.5265  -0.132
C4 -4.0433 -4.6490 -1.0092  -0.163
C5 -4.2121 -4.7789 -2.3891  0.001
C6 -4.7093 -5.4732 -0.0421  -0.042
C7 -4.3670 -5.5301 1.2861  -0.040
C8 -3.4751 -4.5348 1.8074  -0.157
C9 -3.2636 -4.2980 3.1684  -0.021
C10 -2.5600 -3.1514 3.5444  -0.048
C11 -2.1150 -2.2757 2.5672  -0.122
N2 -2.1580 -2.5727 1.3071  0.155
C12 -2.7914 -3.6637 0.8892  -0.133
H1 -3.2913 -4.1643 -4.2845  0.094
H2 -1.6152 -2.7410 -3.2446  0.075
H3 -4.9274 -5.4518 -2.8048  0.095
H4 -5.4171 -6.2132 -0.4089  0.102
H5 -4.8569 -6.2809 1.9276  0.109
H6 -3.7130 -4.9690 3.9032  0.107
H7 -2.4114 -2.8375 4.5502  0.087
H8 -1.6582 -1.3486 2.8516  0.111
F1 3.8903 -2.4284 -4.9824  0.091
C13 4.4083 -2.3936 -3.7181  -0.563
F2 4.3707 -1.0897 -3.3009  0.079
F3 5.7471 -2.6334 -3.8847  0.069
C14 3.7725 -3.3640 -2.7931  -0.159
C15 4.4887 -4.4284 -2.3151  -0.065
C16 3.9140 -5.3053 -1.4140  -0.116
C17 2.5516 -5.1564 -1.1478  -0.181
N3 1.8695 -4.1388 -1.6268  0.004
C18 2.3861 -3.2235 -2.4134  -0.803
S1 1.3589 -1.9219 -2.8813  0.564
H9 5.4874 -4.5839 -2.6893  0.104
H10 4.4470 -6.2093 -1.1172  0.075
H11 1.9900 -5.9066 -0.5982  0.090
I1 2.9388 -1.3539 1.3119  0.935
C19 3.0881 -0.3526 3.2039  -0.586
C20 2.8076 -1.0821 4.3363  -0.171
C21 2.9830 -0.4757 5.5824  -0.101
C22 3.6693 0.7268 5.7151  -0.047
C23 4.1490 1.4143 4.5601  -0.150
C24 5.0637 2.5214 4.6115  -0.032
C25 5.3047 3.2493 3.4566  -0.084
C26 4.6482 2.9136 2.2636  -0.084
C27 3.7984 1.8033 2.1828  -0.343
P1 2.7147 1.6022 0.7225  0.941
C28 3.7321 2.1430 -0.6338  -0.372
C29 5.0869 1.7111 -0.6333  -0.125
C30 5.9149 2.0339 -1.6892  -0.103
C31 5.4728 2.9478 -2.6608  -0.111
C32 4.1667 3.3739 -2.6288  -0.108
C33 3.3390 3.0964 -1.5708  -0.078
C34 1.3608 2.8002 0.8525  -0.354
C35 0.2403 2.7952 -0.0484  -0.075
C36 -0.7613 3.7460 0.0340  -0.085
C37 -0.7441 4.7483 0.9832  -0.099
C38 0.2958 4.7283 1.9075  -0.086
C39 1.3064 3.7089 1.8819  -0.099
C40 3.6761 0.9229 3.2739  -0.234
H12 2.3234 -2.0654 4.2321  0.093
H13 2.6260 -1.0322 6.4894  0.112
H14 3.8039 1.0800 6.7082  0.088
H15 5.5404 2.7284 5.5674  0.103
H16 5.9741 4.0881 3.4958  0.090
H17 4.7829 3.5345 1.3494  0.123
H18 5.4483 0.9493 0.1448  0.123
H19 6.9552 1.6285 -1.6844  0.108
H20 6.1509 3.1900 -3.4658  0.088
H21 3.8519 3.9972 -3.4884  0.112
H22 2.3182 3.5408 -1.5846  0.113
H23 0.2600 2.0720 -0.9010  0.113
H24 -1.5909 3.7345 -0.7032  0.110
H25 -1.4305 5.5495 0.9958  0.082
H26 0.3652 5.4625 2.7214  0.089
H27 1.9909 3.6249 2.7181  0.086
O1 -4.0658 0.0333 0.1486  -0.094
C41 -3.6038 0.8289 1.0376  -0.585
O2 -2.3710 1.0548 1.3264  -0.053
C42 -4.7309 1.6202 1.7197  -0.109
C43 -4.4172 2.6724 2.5743  -0.036
C44 -5.3782 3.6344 2.9340  -0.112
C45 -6.6581 3.5211 2.4397  -0.130
C46 -7.0232 2.4373 1.5892  -0.097
C47 -6.0723 1.4840 1.2397  -0.024
H28 -3.4584 2.7395 3.0304  0.097
H29 -5.1218 4.4141 3.6623  0.094
H30 -7.3948 4.2719 2.7155  0.081
H31 -8.0490 2.3840 1.1853  0.092
H32 -6.3148 0.6690 0.5783  0.101
F4 -0.6867 -0.5294 -5.1913  0.114
C48 -1.8137 0.1445 -4.8509  -0.497
F5 -2.7278 -0.8494 -4.5766  0.109
F6 -2.2599 0.7764 -5.9654  0.122
C49 -1.5405 1.0787 -3.6528  -0.377
O3 -0.9957 0.4260 -2.6705  -0.138
C50 -0.6295 2.2979 -4.1333  -0.492
F7 -0.0990 2.9799 -3.0955  0.123
F8 0.4412 1.9755 -4.8946  0.144
F9 -1.3721 3.2099 -4.8119  0.116
C51 -3.0249 1.6965 -3.1960  -0.478
F10 -3.7242 0.8202 -2.3897  0.108
F11 -3.7774 1.9873 -4.2262  0.161
F12 -2.9216 2.8298 -2.4380  0.110

**Charge**: -2
**2S+1**: 1
**Largest force on an atom**: 2.89 eV/Å
**Total energy**: -129274.408 eV
**Frontier orbital gap**: 4.98 eV
**ΔE to the lowest compared entry with this formula, charge and spin**: 1.2383 eV

=====

# 2
Here is a structure of composition C51H35Br5CeF3N7O6S from the OMol25 dataset. Energies are from ωB97M-V/def2-TZVPD.

Each line ends with the Mulliken spin population.
Atoms and positions in Å:
Ce1 13.1072 12.4926 11.5835  0.038
N1 16.8551 12.8515 12.4869  0.000
C1 16.0085 13.3246 13.4586  -0.005
C2 16.6865 13.4605 14.7515  0.001
C3 15.9925 13.9301 15.8597  -0.001
C4 14.6892 14.4258 15.6072  -0.005
C5 14.2217 14.4706 14.3217  0.007
N2 14.7605 13.7459 13.2933  -0.006
C6 16.6952 12.5235 11.1430  0.000
C7 17.6713 11.6212 10.5675  -0.001
C8 17.4798 11.1724 9.2636  0.001
C9 16.4075 11.6433 8.5682  0.000
C10 15.6438 12.6643 9.0833  0.002
N3 15.7079 13.0933 10.3588  0.003
H1 17.6992 12.4867 12.8694  0.000
H2 17.6863 13.0443 14.8378  0.000
H3 16.3491 13.9616 16.9145  0.000
H4 14.0746 14.7414 16.4179  0.000
H5 13.3042 14.9637 14.0039  -0.003
H6 18.3148 10.9897 11.2542  0.000
H7 18.0611 10.3205 8.8305  0.000
H8 16.1961 11.2088 7.5386  0.000
H9 14.8858 13.1178 8.5073  -0.004
Br1 14.7452 5.8515 13.9192  0.000
C11 13.8897 7.4746 13.6057  0.000
C12 12.6620 7.7338 14.2687  -0.001
Br2 11.5931 6.2128 14.6150  0.000
C13 12.1555 9.0487 14.2366  0.002
Br3 10.6635 9.6305 15.1162  0.000
C14 12.8545 10.0152 13.4530  0.002
O1 12.5160 11.2926 13.3353  -0.003
C15 13.9605 9.6784 12.6358  0.000
O2 14.3419 10.5724 11.8028  -0.001
C16 14.5499 8.3971 12.8842  -0.002
Br4 16.2938 8.1922 12.0937  0.000
Br5 14.1065 7.6968 5.8388  0.000
C17 12.7236 8.1776 7.0430  0.000
C18 11.4778 7.4883 7.0489  0.000
C19 10.4333 8.0258 7.8329  0.000
C20 10.7447 8.9849 8.7754  0.000
C21 12.0243 9.6319 8.7198  0.001
N4 13.0314 9.1985 7.8238  0.000
C22 12.2331 10.7050 9.6654  -0.002
O3 11.4078 10.9308 10.6061  0.001
O4 13.2933 11.4597 9.4846  -0.004
H10 11.3034 6.6977 6.3533  0.000
H11 9.4079 7.6809 7.6431  0.000
H12 10.0384 9.3491 9.5044  0.000
C23 8.8808 12.1033 10.1591  0.001
O5 9.7811 12.5735 9.1272  0.000
C24 9.6093 12.3027 7.8318  -0.003
C25 8.6409 11.4220 7.3861  -0.002
C26 8.4807 11.2191 6.0168  0.002
C27 9.3995 11.7923 5.0879  -0.002
C28 10.3858 12.6307 5.5698  0.003
C29 10.5570 12.8910 6.9653  0.000
N5 11.5680 13.5989 7.5292  0.000
C30 12.3593 14.4421 6.8842  0.011
C31 13.2274 15.2897 7.6834  -0.003
C32 14.2001 16.1433 7.0610  0.003
C33 14.8420 17.1317 7.7117  -0.005
C34 14.7510 17.3403 9.1885  0.024
C35 13.8555 16.3079 9.9056  0.014
C36 13.1913 15.2156 9.1367  0.054
O6 12.6845 14.2490 9.8296  0.005
H13 9.3706 12.2933 11.0946  0.000
H14 8.6534 11.0445 10.1476  0.000
H15 7.9921 12.8102 10.1589  0.000
H16 7.9852 10.7920 8.0671  0.000
H17 7.7360 10.5358 5.7101  0.000
H18 9.3930 11.5079 4.0346  0.000
H19 11.1117 13.1094 4.8757  0.001
H20 11.7301 13.5389 8.5479  -0.002
H21 12.4479 14.4177 5.7698  0.002
H22 14.3150 16.2223 5.9612  0.001
H23 15.4648 17.8663 7.2304  0.006
H24 15.6822 17.4982 9.7400  0.001
H25 14.3089 15.8147 10.7463  -0.016
N6 15.8974 21.6180 10.5971  0.031
C37 15.4274 20.4948 9.9277  0.091
S1 15.9003 20.1663 8.3484  0.153
C38 14.5066 19.5137 10.5929  0.039
C39 14.4720 19.3278 11.9562  0.190
C40 13.5696 18.3391 12.4800  0.045
N7 12.7259 17.6288 11.7447  0.233
C41 12.8945 17.5895 10.3964  -0.074
C42 13.8618 18.5236 9.6631  0.075
H26 16.2851 22.3520 9.9658  0.002
H27 15.2069 22.0632 11.1682  0.006
H28 15.0687 19.8996 12.6319  0.024
H29 13.3525 18.3810 13.5772  0.042
H30 11.9206 17.4552 9.9735  0.006
H31 13.3998 19.0326 8.7805  0.031
F1 7.8206 18.1472 17.2101  0.000
C43 7.7740 18.6059 15.9193  0.000
F2 8.2922 19.9096 15.9791  0.000
F3 6.4615 18.7332 15.6051  0.000
C44 8.4992 17.7251 15.0283  0.002
C45 9.8958 17.7512 14.8976  -0.007
C46 10.6241 16.7615 14.2462  -0.005
C47 9.9695 15.7452 13.5393  -0.002
C48 8.5667 15.7275 13.5841  0.000
C49 7.8726 16.6634 14.3557  -0.001
C50 10.6145 14.6890 12.9301  0.004
C51 11.2649 13.8102 12.3577  -0.013
H32 10.4652 18.5227 15.4488  -0.001
H33 11.6993 16.8110 14.2657  0.006
H34 7.9037 14.9425 13.1305  0.000
H35 6.8264 16.3928 14.4825  0.000

**Expectation value of S²**: 0.771
**Charge**: -1
**2S+1**: 2
**Largest force on an atom**: 4.54 eV/Å
**Total energy**: -458298.919 eV
**Frontier orbital gap (spin up / spin down)**: 3.35 / 5.45 eV

=====

# 3
Here is a structure of composition C51H37Cl2LaN4O3P from the OMol25 dataset. Energies are from ωB97M-V/def2-TZVPD.

Each line ends with the Löwdin charge.
Atoms and positions in Å:
La1 -2.7841 -0.8208 1.7741  2.210
Cl1 -0.6171 4.9551 6.3221  0.721
C1 -1.2142 3.9206 5.1330  -0.723
C2 -0.9035 4.2679 3.8282  -0.094
C3 -1.2131 3.4214 2.7569  0.002
C4 -1.8749 2.2254 2.9926  -0.371
O1 -1.9924 1.3024 2.1131  -0.291
C5 -2.4363 1.9437 4.3062  -0.109
C6 -3.2654 0.7921 4.5676  -0.066
N1 -4.0032 0.1462 3.6810  -0.088
C7 -5.0577 -0.7181 4.0756  -0.241
C8 -5.5796 -0.7162 5.3326  0.012
C9 -6.5413 -1.7233 5.7671  -0.054
C10 -7.1689 -2.5003 4.8590  -0.009
C11 -6.7404 -2.4959 3.4057  -0.086
C12 -7.2109 -3.3880 2.4595  -0.001
C13 -6.6584 -3.3964 1.1688  -0.024
C14 -5.5999 -2.5284 0.9235  -0.124
N2 -4.9813 -1.8064 1.8671  -0.110
C15 -5.5945 -1.5972 3.0748  -0.132
C16 -1.9481 2.7416 5.4096  -0.009
H1 -0.3747 5.2349 3.6573  0.123
H2 -1.0674 3.7320 1.7291  0.114
H3 -3.2170 0.4299 5.6263  0.146
H4 -5.2094 0.0954 5.9901  0.123
H5 -6.7210 -1.7993 6.8613  0.126
H6 -7.9758 -3.1569 5.1550  0.112
H7 -7.9507 -4.1289 2.7614  0.130
H8 -7.0054 -4.1008 0.3876  0.128
H9 -5.1679 -2.5773 -0.0933  0.120
H10 -2.2205 2.4823 6.4199  0.109
C17 -2.0195 1.8771 -0.9060  -0.012
O2 -1.8896 0.4632 -0.5937  -0.184
C18 -1.7201 -0.3174 -1.6756  -0.237
C19 -1.3242 0.2113 -2.9389  0.015
C20 -1.2332 -0.6809 -4.0266  -0.069
C21 -1.7398 -1.9460 -3.9215  -0.122
C22 -2.2283 -2.4612 -2.7629  -0.029
C23 -2.0025 -1.7016 -1.5761  -0.201
N3 -2.1872 -2.4204 -0.3365  -0.018
N4 -1.2797 -2.1908 0.5705  -0.188
C24 -0.5700 -3.1626 1.2260  -0.153
C25 -0.5251 -2.9668 2.6310  -0.336
O3 -1.3212 -2.1042 3.2335  -0.220
C26 0.2230 -3.8512 3.4182  0.005
C27 0.8992 -4.9126 2.8543  0.033
C28 0.9899 -5.0037 1.4209  -0.166
C29 1.9191 -5.7943 0.7629  -0.019
C30 2.2441 -5.6270 -0.5648  -0.063
C31 1.4218 -4.8659 -1.3449  -0.058
C32 0.4177 -4.0645 -0.7965  0.032
C33 0.2776 -4.0910 0.6148  -0.109
H11 -2.1072 2.3197 0.0940  0.071
H12 -2.9282 2.0351 -1.5055  0.122
H13 -1.0893 2.1959 -1.3424  0.091
H14 -1.0839 1.2456 -3.0423  0.092
H15 -0.8791 -0.3171 -5.0166  0.124
H16 -1.7899 -2.5602 -4.8675  0.133
H17 -2.5700 -3.4789 -2.6396  0.118
H18 0.1667 -3.7282 4.5090  0.131
H19 1.4803 -5.6316 3.4317  0.125
H20 2.3402 -6.5735 1.3793  0.119
H21 3.0730 -6.1663 -0.9280  0.102
H22 1.5836 -4.8316 -2.4273  0.118
H23 -0.0806 -3.2265 -1.2823  0.100
Cl2 4.3771 -1.3350 -1.5528  0.649
C34 5.1883 -0.3902 -2.7616  -0.678
C35 6.3150 -0.9087 -3.3981  -0.084
C36 6.7090 -0.3688 -4.6736  -0.069
C37 5.9456 0.6078 -5.2112  -0.105
C38 5.0739 1.3345 -4.4114  -0.098
C39 4.6011 0.7955 -3.2321  -0.429
P1 3.3261 1.5617 -2.1946  1.036
C40 2.6815 2.7864 -3.3086  -0.431
C41 2.6998 4.1089 -3.1094  -0.115
C42 2.2951 5.0475 -4.0777  -0.069
C43 1.9173 4.5972 -5.3348  -0.081
C44 1.7691 3.2127 -5.5470  -0.094
C45 2.1289 2.3266 -4.5631  -0.113
C46 4.3500 2.5457 -1.0213  -0.368
C47 3.6957 2.9090 0.2111  -0.098
C48 4.2824 3.8678 1.0347  -0.096
C49 5.4766 4.4320 0.6470  -0.121
C50 6.1528 3.9748 -0.4217  -0.103
C51 5.5999 3.0765 -1.3002  -0.082
H24 6.7767 -1.7423 -2.9270  0.088
H25 7.6264 -0.8297 -5.1149  0.124
H26 6.0338 0.9684 -6.2575  0.122
H27 4.7130 2.3285 -4.7817  0.131
H28 2.9817 4.4740 -2.1219  0.105
H29 2.4672 6.1338 -3.8895  0.118
H30 1.5878 5.2684 -6.1371  0.107
H31 1.3333 2.8808 -6.4209  0.077
H32 2.1003 1.2767 -4.8777  0.111
H33 2.6779 2.5065 0.4638  0.105
H34 3.8739 4.2205 2.0186  0.120
H35 5.7293 5.3930 1.0729  0.111
H36 7.1666 4.3592 -0.6105  0.120
H37 6.1740 2.6717 -2.1536  0.119

**Charge**: +1
**2S+1**: 1
**Largest force on an atom**: 3.83 eV/Å
**Total energy**: -100776.317 eV
**Frontier orbital gap (spin up / spin down)**: 5.49 / 5.81 eV
**ΔE to the lowest compared entry with this formula, charge and spin**: 5.3041 eV